Model P:
Below is a single C3H2N2O2S molecule, with properties calculated with ωB97M-V/def2-TZVPD.

Element x y z (Å)
O  1.149  -1.655  0.663
C  0.668  -0.950  -0.154
S  0.814  -1.079  -1.903
C  -0.194  0.164  0.296
N  -0.754  1.091  -0.389
C  -1.345  1.855  0.560
N  -1.018  1.537  1.784
O  -0.328  0.363  1.634
H  -0.001  -0.020  -2.272
H  -1.951  2.798  0.369

The HOMO energy is -10.614 eV. As for the SMILES: O=C(S)c1ncno1. The value obtained for the LUMO energy is -0.64 eV. As for the orbital gap: 9.98 eV.

=====

Model Q:
Below is a single C3H2N2O2S molecule, with properties calculated with ωB97M-V/def2-TZVPD.

Element x y z (Å)
O  1.952  -1.007  -0.001
C  0.839  -0.275  0.012
C  -0.397  -0.793  -0.006
C  -1.497  0.119  -0.005
S  -3.082  -0.250  0.016
O  -1.160  1.457  -0.025
N  0.138  1.913  0.005
N  1.072  1.094  0.041
H  2.718  -0.400  -0.029
H  -0.582  -1.858  -0.007

The HOMO energy is -9.058 eV. As for the SMILES: Oc1cc(=S)onn1. The value obtained for the LUMO energy is -0.99 eV. As for the orbital gap: 8.07 eV.

=====

How do the energies compare? Relative to the most stable structure, in kJ/mol: model P 0.0; model Q 117.0.

=====

Model P:
Below is a single C7H7NO2S molecule, with properties calculated with ωB97M-V/def2-TZVPD.

Element x y z (Å)
C  2.501  -0.101  -0.115
C  1.807  1.139  -0.032
C  1.619  -1.114  -0.296
C  -0.632  1.782  -0.040
C  0.459  0.913  -0.192
C  0.249  -0.560  -0.411
C  -0.814  -1.049  0.594
N  -3.648  -0.252  1.068
O  -1.837  1.442  -0.150
O  -2.683  -0.778  -1.247
S  -2.531  -0.366  0.128
H  3.568  -0.194  -0.035
H  2.272  2.091  0.147
H  1.845  -2.160  -0.383
H  -0.432  2.827  0.218
H  -0.603  -0.740  1.613
H  -0.965  -2.123  0.539
H  -0.174  -0.758  -1.406

The HOMO energy is -8.725 eV. The value obtained for the LUMO energy is -1.74 eV. As for the orbital gap: 6.98 eV.

=====

Model Q:
Below is a single C7H7NO2S molecule, with properties calculated with ωB97M-V/def2-TZVPD.

Element x y z (Å)
O  -3.046  0.295  -0.433
S  -2.016  -0.680  -0.521
O  -2.186  -2.092  -0.246
N  -1.280  -0.651  -2.077
C  0.235  -0.498  -1.875
C  0.566  -0.087  -0.472
C  1.685  0.718  0.054
C  1.765  0.934  1.454
C  0.693  0.461  2.295
C  -0.491  0.009  1.749
C  -0.579  -0.152  0.315
H  -1.447  0.171  -2.641
H  0.833  -1.478  -1.986
H  0.741  0.077  -2.638
H  2.579  0.954  -0.570
H  2.771  1.543  1.802
H  0.580  0.793  3.396
H  -1.403  -0.318  2.393

The HOMO energy is -9.768 eV. As for the SMILES: O=S1(=O)NCc2ccccc21. The value obtained for the LUMO energy is 0.42 eV. As for the orbital gap: 10.19 eV.

=====

How do the energies compare? Relative to the most stable structure, in kJ/mol: model P 229.0; model Q 0.0.